1.
A 2-piece molecular cluster, C3H3NOS overall, computed with ωB97M-V/def2-TZVPD.

Each line ends with the Löwdin charge.
Atoms and positions in Å:
1 C -0.900 -0.016 -0.904  -0.002
2 C -1.481 -0.017 0.250  -0.297
3 N -1.996 0.445 1.256  0.118
4 H 0.122 0.235 -0.968  0.006
5 H -1.311 -0.764 -1.575  0.062
6 H -1.832 -0.077 2.198  0.115
7 O 2.018 1.250 -0.030  0.109
8 C 2.425 0.180 -0.089  -0.949
9 S 2.956 -1.237 -0.139  0.838

Atoms 1-3, force components in eV/Å:
C -0.57 -2.26 -1.13
C -0.06 1.96 1.56
N 0.06 -1.52 2.51

The molar mass comes out at 101.1 g/mol. Its net charge is 0. For the LUMO energy, the calculation gives 0.593 eV. The value obtained for the HOMO energy is -0.337 Ha.

2.
A 2-piece molecular cluster, CH4FOPS overall, computed with ωB97M-V/def2-TZVPD.

Each line ends with the Löwdin charge.
Atoms and positions in Å:
1 C -0.319 1.308 -0.483  -0.215
2 P -1.677 0.379 -0.088  0.349
3 F -1.945 1.066 1.461  -0.359
4 S -2.389 -1.377 -0.279  0.240
5 H -0.309 1.324 -1.536  -0.030
6 H -0.239 2.260 0.034  0.016
7 O 2.107 -1.267 0.464  -0.094
8 H 1.886 -2.259 0.495  0.077
9 H 2.887 -1.434 -0.068  0.017

Atoms 1-3, force components in eV/Å:
C -2.38 -0.72 0.13
P 1.19 1.65 3.84
F -0.14 -1.47 -2.31

The molar mass comes out at 114.1 g/mol. Its net charge is 0. For the LUMO energy, the calculation gives -0.940 eV. The value obtained for the HOMO energy is -0.342 Ha.

3.
C40H28F3FeN4O3S as an isolated structure, computed with ωB97M-V/def2-TZVPD.

Each line ends with the Löwdin spin population.
Atoms and positions in Å:
1 Fe 0.667 -0.209 0.148  0.490
2 C -0.304 4.126 0.139  0.001
3 C 0.151 2.857 -0.259  -0.006
4 N 0.374 1.877 0.585  -0.007
5 C 0.096 2.109 1.894  -0.002
6 C -0.298 3.351 2.401  0.000
7 C -0.516 4.379 1.463  -0.002
8 C -0.424 3.511 3.817  -0.009
9 C -0.087 2.493 4.653  0.001
10 C 0.318 1.227 4.149  -0.010
11 C 0.844 0.167 4.942  0.001
12 C 1.343 -0.935 4.339  -0.006
13 C 1.204 -1.113 2.907  0.009
14 N 0.551 -0.183 2.193  -0.026
15 C 0.290 1.002 2.773  0.000
16 H -0.476 4.878 -0.616  0.000
17 H 0.352 2.660 -1.302  -0.002
18 H -0.850 5.354 1.797  0.000
19 H -0.749 4.465 4.210  -0.001
20 H -0.116 2.637 5.726  0.000
21 H 0.892 0.274 6.019  0.000
22 H 1.827 -1.717 4.907  0.000
23 H 0.972 -2.143 2.646  -0.001
24 C -1.365 -1.988 -4.704  -0.006
25 C -0.881 -3.207 -4.095  0.098
26 C -0.322 -3.214 -2.864  -0.020
27 C -0.197 -1.994 -2.111  0.151
28 C -0.663 -0.712 -2.709  -0.003
29 C -1.266 -0.820 -4.060  0.052
30 N 0.534 -1.908 -1.008  -0.054
31 N 1.311 -2.947 -0.715  0.341
32 C 2.203 -2.567 0.233  0.016
33 C 3.065 -3.532 0.794  0.090
34 C 3.898 -3.233 1.852  -0.006
35 C 3.854 -1.957 2.393  0.104
36 C 2.943 -1.002 1.882  -0.009
37 C 2.207 -1.223 0.686  0.098
38 H -1.850 -2.041 -5.669  -0.003
39 H -0.982 -4.132 -4.646  0.006
40 H 0.052 -4.121 -2.414  -0.003
41 H -1.358 -0.190 -2.051  0.012
42 H -1.675 0.086 -4.486  0.003
43 H 3.030 -4.538 0.396  0.003
44 H 4.547 -3.996 2.258  -0.003
45 H 4.450 -1.707 3.260  0.006
46 H 3.187 0.031 2.117  -0.001
47 C -4.533 -0.917 5.834  0.000
48 C -4.124 -0.589 4.427  0.000
49 C -4.218 -1.536 3.411  0.000
50 C -3.821 -1.239 2.117  0.000
51 C -3.322 0.018 1.823  0.000
52 C -3.238 0.979 2.815  0.000
53 C -3.635 0.673 4.105  0.000
54 S -2.708 0.354 0.192  0.001
55 O -2.621 1.795 0.063  0.001
56 O -3.571 -0.329 -0.743  0.001
57 O -1.361 -0.283 0.208  0.009
58 H -5.083 -1.855 5.876  0.000
59 H -5.165 -0.135 6.255  0.000
60 H -3.661 -1.015 6.483  0.000
61 H -4.614 -2.519 3.636  0.000
62 H -3.902 -1.978 1.331  0.000
63 H -2.877 1.968 2.569  0.000
64 H -3.569 1.433 4.875  0.000
65 F 4.410 0.753 -7.952  0.000
66 C 3.269 1.436 -7.761  0.000
67 F 3.569 2.746 -7.863  0.000
68 F 2.460 1.148 -8.800  0.000
69 C 2.620 1.119 -6.443  0.003
70 C 1.542 1.898 -6.034  -0.001
71 C 0.911 1.614 -4.837  0.003
72 C 1.360 0.557 -4.041  -0.005
73 C 2.429 -0.220 -4.464  0.002
74 C 3.062 0.064 -5.665  -0.001
75 C 0.676 0.250 -2.782  -0.010
76 C 0.977 0.291 -1.514  -0.306
77 H 1.205 2.724 -6.647  0.000
78 H 0.077 2.216 -4.503  0.000
79 H 2.767 -1.042 -3.849  0.000
80 H 3.903 -0.534 -5.990  0.000

Atoms 1-3, force components in eV/Å:
Fe -0.23 0.39 -1.18
C 0.01 -0.14 -0.02
C 0.15 0.14 -0.08

As for the expectation value of S²: 1.1842. The molar mass comes out at 757.6 g/mol. Its net charge is 0. For the LUMO energy (spin up / spin down), the calculation gives -0.755 / -1.458 eV. As for the multiplicity: 2. The value obtained for the HOMO energy (spin up / spin down) is -0.266 / -0.277 Ha.

4.
A 9-piece molecular cluster, C46H106N4O14 overall, computed with ωB97M-V/def2-TZVPD.

Each line ends with the Löwdin charge.
Atoms and positions in Å:
1 C 1.396 1.648 4.247  -0.015
2 C 2.953 1.745 4.314  -0.489
3 C 3.556 1.937 2.921  -0.020
4 C 3.249 3.033 5.125  -0.141
5 C 3.143 2.975 6.651  -0.181
6 C 4.027 1.845 7.143  -0.151
7 C 3.766 0.512 6.450  -0.513
8 C 4.954 -0.388 6.769  -0.049
9 C 2.532 -0.152 7.082  -0.029
10 N 3.610 0.646 5.007  -0.110
11 O 3.701 -0.577 4.323  0.002
12 H 1.027 2.000 5.210  0.070
13 H 1.133 2.390 3.492  0.074
14 H 1.032 0.665 3.960  0.058
15 H 3.269 1.075 2.321  0.076
16 H 3.065 2.828 2.519  0.072
17 H 4.616 2.173 2.964  0.089
18 H 4.235 3.443 4.882  0.119
19 H 2.580 3.822 4.760  0.118
20 H 3.311 3.893 7.215  0.113
21 H 2.102 2.747 6.920  0.096
22 H 3.849 1.734 8.219  0.121
23 H 5.066 2.188 7.114  0.123
24 H 5.866 -0.064 6.246  0.090
25 H 4.913 -1.403 6.370  0.079
26 H 5.256 -0.401 7.816  0.086
27 H 1.668 0.516 6.967  0.073
28 H 2.533 -0.343 8.156  0.088
29 H 2.233 -1.057 6.547  0.065
30 H 2.951 -1.108 4.651  0.093
31 C 0.785 2.051 -8.235  -0.044
32 C 1.050 0.554 -8.045  -0.512
33 C 0.028 -0.352 -8.758  -0.010
34 C 2.515 0.321 -8.455  -0.120
35 C 3.165 -0.949 -7.836  -0.180
36 C 3.020 -0.966 -6.330  -0.153
37 C 1.568 -0.795 -5.886  -0.493
38 C 0.835 -2.127 -5.873  -0.035
39 C 1.737 -0.326 -4.403  -0.030
40 N 0.960 0.337 -6.597  -0.127
41 O -0.299 0.635 -6.038  -0.008
42 H 1.375 2.709 -7.596  0.085
43 H 1.105 2.417 -9.220  0.084
44 H -0.284 2.262 -8.204  0.080
45 H 0.265 -1.386 -8.491  0.069
46 H -1.003 -0.161 -8.473  0.082
47 H 0.208 -0.366 -9.837  0.084
48 H 2.693 0.391 -9.525  0.120
49 H 3.044 1.135 -7.949  0.115
50 H 2.809 -1.850 -8.345  0.107
51 H 4.229 -0.940 -8.091  0.109
52 H 3.722 -0.277 -5.862  0.122
53 H 3.312 -1.988 -6.066  0.124
54 H -0.237 -1.937 -5.950  0.095
55 H 1.068 -2.720 -4.991  0.077
56 H 1.079 -2.760 -6.732  0.091
57 H 2.585 -0.806 -3.919  0.085
58 H 0.824 -0.522 -3.834  0.067
59 H 1.907 0.751 -4.422  0.085
60 H -0.141 1.436 -5.523  0.106
61 C 2.923 4.002 -1.309  -0.033
62 C 2.101 5.197 -0.798  -0.503
63 C 0.774 4.709 -0.218  -0.025
64 C 2.966 5.799 0.314  -0.134
65 C 2.547 7.244 0.669  -0.180
66 C 2.474 8.174 -0.532  -0.150
67 C 1.615 7.607 -1.666  -0.510
68 C 0.104 7.891 -1.328  -0.017
69 C 1.914 8.432 -2.921  -0.046
70 N 1.883 6.190 -1.859  -0.111
71 O 1.190 5.652 -2.965  -0.008
72 H 3.165 3.376 -0.449  0.081
73 H 2.517 3.393 -2.117  0.078
74 H 3.885 4.379 -1.670  0.084
75 H 0.953 3.666 0.059  0.062
76 H 0.439 5.239 0.673  0.077
77 H 0.017 4.676 -1.001  0.084
78 H 2.757 5.283 1.255  0.111
79 H 4.049 5.858 0.196  0.120
80 H 1.588 7.124 1.180  0.104
81 H 3.241 7.715 1.369  0.112
82 H 3.404 8.651 -0.852  0.117
83 H 2.029 9.055 -0.047  0.114
84 H 0.041 8.894 -0.910  0.077
85 H -0.232 7.129 -0.628  0.063
86 H -0.491 7.837 -2.239  0.076
87 H 1.784 9.493 -2.699  0.087
88 H 1.307 8.202 -3.794  0.077
89 H 2.988 8.302 -3.094  0.085
90 H 1.898 5.546 -3.609  0.106
91 C -4.122 -5.815 -1.556  -0.021
92 C -3.630 -6.362 -0.215  -0.484
93 C -4.753 -6.384 0.847  -0.023
94 C -3.031 -7.746 -0.450  -0.133
95 C -2.370 -8.229 0.867  -0.160
96 C -1.166 -7.280 1.075  -0.138
97 C -1.559 -5.838 1.312  -0.492
98 C -1.980 -5.509 2.787  -0.021
99 C -0.295 -4.952 1.164  -0.037
100 N -2.569 -5.459 0.323  -0.080
101 O -3.072 -4.165 0.538  -0.041
102 H -4.510 -4.793 -1.540  0.073
103 H -3.274 -5.654 -2.230  0.079
104 H -4.834 -6.544 -1.936  0.092
105 H -5.249 -5.413 0.873  0.068
106 H -5.609 -7.053 0.681  0.089
107 H -4.448 -6.698 1.842  0.061
108 H -3.742 -8.557 -0.631  0.121
109 H -2.305 -7.708 -1.262  0.120
110 H -3.090 -8.214 1.680  0.101
111 H -1.913 -9.215 0.773  0.109
112 H -0.486 -7.312 0.226  0.123
113 H -0.775 -7.725 1.995  0.121
114 H -2.051 -4.434 2.945  0.049
115 H -1.207 -5.810 3.497  0.089
116 H -2.927 -5.988 3.038  0.070
117 H 0.576 -5.483 1.554  0.087
118 H -0.362 -3.949 1.577  0.061
119 H -0.057 -4.825 0.101  0.080
120 H -2.598 -3.590 -0.078  0.068
121 O -0.512 -1.892 -0.241  -0.090
122 C -0.322 -0.470 -0.137  -0.208
123 C 0.657 -0.132 0.941  -0.215
124 O 0.748 1.302 0.973  -0.096
125 H -1.418 -2.107 -0.496  0.023
126 H 0.093 -0.257 -1.131  0.121
127 H -1.274 0.066 -0.074  0.111
128 H 1.651 -0.558 0.781  0.129
129 H 0.438 -0.434 1.977  0.107
130 H -0.161 1.555 1.185  0.040
131 O -5.817 -1.992 0.062  -0.074
132 C -4.851 -1.513 1.013  -0.221
133 C -5.164 -2.026 2.421  -0.250
134 O -4.932 -3.382 2.630  -0.052
135 H -6.042 -2.909 0.244  0.076
136 H -3.887 -1.911 0.671  0.090
137 H -4.816 -0.433 0.875  0.107
138 H -6.221 -1.895 2.656  0.129
139 H -4.549 -1.293 2.980  0.098
140 H -4.079 -3.669 2.263  0.051
141 O -1.081 -3.762 -4.392  -0.065
142 C -1.323 -3.346 -3.083  -0.261
143 C -2.672 -2.659 -3.009  -0.220
144 O -2.936 -2.101 -1.744  -0.073
145 H -0.180 -3.628 -4.691  0.028
146 H -1.139 -4.113 -2.317  0.116
147 H -0.537 -2.609 -2.839  0.113
148 H -3.384 -3.403 -3.394  0.120
149 H -2.700 -1.868 -3.765  0.130
150 H -3.738 -1.572 -1.767  0.104
151 O -1.789 2.126 2.392  -0.084
152 C -3.099 1.804 1.911  -0.224
153 C -3.768 2.990 1.212  -0.237
154 O -5.096 2.773 0.782  -0.053
155 H -1.783 2.365 3.324  0.089
156 H -2.789 1.137 1.099  0.097
157 H -3.683 1.194 2.601  0.112
158 H -3.216 3.276 0.320  0.126
159 H -3.716 3.826 1.920  0.120
160 H -5.738 2.873 1.490  0.089
161 O -0.045 -1.941 5.436  -0.058
162 C -1.243 -1.950 4.690  -0.249
163 C -1.784 -0.555 4.470  -0.228
164 O -2.626 -0.251 5.609  -0.059
165 H -0.231 -1.968 6.379  0.091
166 H -1.014 -2.294 3.671  0.107
167 H -1.959 -2.698 5.036  0.128
168 H -2.538 -0.557 3.668  0.088
169 H -0.972 0.053 4.067  0.090
170 H -2.703 0.711 5.646  0.078

Atoms 1-3, force components in eV/Å:
C 1.07 0.61 -0.29
C -0.11 0.17 1.08
C -0.95 0.28 0.41

The molar mass comes out at 939.4 g/mol. Its net charge is 0. For the LUMO energy, the calculation gives 0.055 eV. The value obtained for the HOMO energy is -0.287 Ha.

5.
A 4-piece molecular cluster, C3H14O3S overall, computed with ωB97M-V/def2-TZVPD.

Each line ends with the Löwdin spin population.
Atoms and positions in Å:
1 C 1.064 1.673 -1.287  0.025
2 C 0.969 1.183 0.220  0.054
3 S -0.427 -0.097 0.365  0.733
4 C -1.194 0.505 1.887  0.078
5 H 1.959 2.259 -1.476  0.002
6 H 1.265 0.640 -1.546  0.000
7 H 0.330 2.307 -1.799  0.000
8 H 1.979 0.828 0.404  0.016
9 H 0.783 1.982 1.014  0.001
10 H -1.446 1.532 1.787  0.019
11 H -0.509 0.373 2.730  0.021
12 H -2.079 -0.044 2.121  -0.001
13 H -3.103 0.780 -0.532  0.004
14 H -4.079 1.898 -1.129  0.000
15 O -3.574 1.642 -0.357  0.008
16 H 2.443 -1.693 -0.199  0.000
17 H 3.519 -2.418 -0.782  0.000
18 O 3.336 -1.480 -0.429  0.000
19 H -0.251 -3.308 0.048  -0.001
20 H -0.197 -2.122 -0.805  0.000
21 O 0.385 -2.864 -0.536  0.041

Atoms 1-3, force components in eV/Å:
C 0.36 -0.77 1.26
C -1.01 2.85 0.48
S 1.12 2.13 0.96

As for the expectation value of S²: 0.7534. The molar mass comes out at 130.2 g/mol. Its net charge is +1. For the LUMO energy (spin up / spin down), the calculation gives -3.978 / -8.621 eV. As for the multiplicity: 2. The value obtained for the HOMO energy (spin up / spin down) is -0.534 / -0.534 Ha.

> Among the records above, which one has the lowest molar mass?

C3H3NOS

> What is the molar mass in the fifth record?

130.2 g/mol